69
Properties=species:S:1:pos:R:3:forces:R:3:lowdin_charge:R:1 method="wB97M-V/def2-TZVPD" lumo_ev=0.67 homo_energy_ev=-7.8 gap_ev=8.471 de_lowest_kj_mol=11.4 smiles="CCCCCCN(CCCCCC)C(=O)Cc1c(-c2ccc(F)cc2)[nH]c2ccccc12"
C 0.7246 -3.4682 3.2953 0.1 0.3 0.1 -0.110
C 1.5463 -2.1886 3.1935 0.1 -0.1 -0.1 -0.269
C 2.4185 -2.1309 1.9383 -0.2 0.0 0.0 -0.218
C 1.6525 -2.1590 0.6152 0.0 0.2 0.2 -0.198
C 0.6902 -0.9843 0.4563 0.1 -0.3 -0.3 -0.162
H 1.2123 -0.0545 0.6796 0.0 0.1 0.0 0.101
H -0.1354 -1.0813 1.1621 -0.1 0.1 0.1 0.106
C 0.1382 -0.9070 -0.9722 0.3 0.0 0.3 -0.138
N -0.5972 0.3120 -1.2220 -0.2 -0.1 0.1 -0.045
C -0.1761 1.3644 -1.9598 0.2 -0.2 -0.3 -0.455
O -0.9010 2.3211 -2.1704 -0.2 0.3 -0.2 0.050
C 1.2385 1.3186 -2.5301 -0.1 0.3 0.0 -0.030
C 2.2957 1.2491 -1.4754 0.0 0.3 0.3 -0.127
C 2.3640 1.9736 -0.3066 0.1 -0.3 -0.5 -0.170
N 3.4485 1.5419 0.4282 -0.1 0.2 0.2 0.145
C 4.1031 0.5624 -0.2555 0.0 -0.4 -0.4 -0.213
C 5.2353 -0.1692 0.0777 0.1 0.0 0.1 -0.027
C 5.6535 -1.1367 -0.8098 0.1 0.0 0.1 -0.096
C 4.9664 -1.3710 -2.0046 0.0 -0.2 -0.2 -0.100
C 3.8469 -0.6457 -2.3425 0.0 0.0 0.0 -0.034
C 3.3959 0.3397 -1.4622 0.3 0.1 0.4 -0.137
H 3.3300 -0.8351 -3.2724 0.0 0.0 -0.1 0.109
H 5.3279 -2.1386 -2.6729 0.0 -0.1 -0.1 0.098
H 6.5281 -1.7272 -0.5819 0.1 0.0 0.0 0.099
H 5.7652 0.0137 1.0010 0.1 0.0 0.1 0.109
H 3.7505 1.9576 1.2928 0.0 0.0 -0.1 0.162
C 1.4641 2.9849 0.2339 -0.1 0.2 0.2 -0.156
C 0.9269 3.9846 -0.5758 0.1 -0.1 0.2 -0.013
C 0.0610 4.9245 -0.0541 -0.2 0.1 0.2 0.013
C -0.2646 4.8609 1.2885 0.1 0.0 -0.1 -0.269
C 0.2584 3.8888 2.1214 -0.1 0.2 0.0 -0.004
C 1.1243 2.9545 1.5874 0.0 0.0 -0.2 -0.025
H 1.5211 2.1777 2.2260 0.0 -0.1 0.0 0.111
H -0.0175 3.8680 3.1641 0.0 0.0 0.1 0.118
F -1.1110 5.7768 1.8072 0.1 -0.1 -0.1 0.057
H -0.3654 5.6957 -0.6747 -0.1 0.1 -0.1 0.124
H 1.1934 4.0309 -1.6180 0.0 0.0 -0.1 0.120
H 1.3529 2.2222 -3.1351 -0.1 -0.2 0.0 0.126
H 1.3342 0.4640 -3.2030 0.0 0.0 0.0 0.119
C -1.9511 0.3694 -0.6951 -0.2 0.1 -0.2 -0.149
C -2.9729 -0.1468 -1.7112 -0.1 0.2 0.1 -0.174
C -4.4067 -0.1135 -1.1836 0.2 -0.3 0.0 -0.211
C -4.6798 -1.1754 -0.1193 -0.2 0.3 0.1 -0.229
C -6.1139 -1.1376 0.4117 0.1 -0.2 -0.1 -0.271
C -7.1510 -1.5699 -0.6182 0.1 0.1 0.2 -0.116
H -6.9166 -2.5608 -1.0016 0.0 -0.1 -0.1 0.073
H -8.1395 -1.6032 -0.1657 -0.1 0.0 0.0 0.067
H -7.1865 -0.8763 -1.4540 -0.1 0.0 -0.1 0.062
H -6.3423 -0.1262 0.7547 0.0 0.0 0.1 0.106
H -6.1816 -1.8024 1.2766 0.0 0.1 0.1 0.102
H -4.4791 -2.1653 -0.5371 0.1 -0.1 0.0 0.114
H -4.0006 -1.0260 0.7225 0.1 -0.1 0.0 0.101
H -5.0826 -0.2715 -2.0252 -0.1 0.1 0.0 0.104
H -4.6134 0.8763 -0.7718 -0.1 0.1 0.0 0.120
H -2.9016 0.4853 -2.5980 0.1 0.0 0.0 0.113
H -2.7163 -1.1685 -2.0034 0.0 0.0 -0.1 0.111
H -2.1727 1.4139 -0.4632 0.0 -0.1 0.1 0.130
H -1.9853 -0.2154 0.2241 0.0 0.0 0.0 0.109
H 0.9666 -0.9881 -1.6736 0.0 -0.1 0.0 0.109
H -0.5322 -1.7557 -1.1483 0.1 0.0 -0.1 0.132
H 1.1046 -3.0978 0.5215 0.0 -0.1 -0.1 0.110
H 2.3864 -2.1246 -0.1936 0.0 -0.1 -0.1 0.102
H 3.1103 -2.9765 1.9524 0.1 0.0 0.0 0.112
H 3.0192 -1.2186 1.9689 0.1 0.0 0.0 0.095
H 0.8803 -1.3244 3.2213 0.0 0.1 0.1 0.096
H 2.2020 -2.1216 4.0653 0.0 0.1 0.0 0.103
H -0.0180 -3.5211 2.5036 -0.1 -0.1 -0.1 0.063
H 0.2039 -3.5074 4.2495 -0.1 -0.1 0.1 0.068
H 1.3700 -4.3407 3.2211 0.0 -0.1 0.0 0.074

71
Properties=species:S:1:pos:R:3:forces:R:3:lowdin_charge:R:1 method="wB97M-V/def2-TZVPD" lumo_ev=0.42 homo_energy_ev=-7.1 gap_ev=7.469 de_lowest_kj_mol=0.0
C -3.5604 -4.0309 -0.8695 -0.1 0.2 0.1 -0.078
C -2.9420 -4.0284 0.3762 0.4 0.2 -0.1 -0.050
C -1.8477 -3.1748 0.6167 -0.6 -0.2 0.1 -0.278
C -1.4090 -2.2949 -0.3757 0.3 0.3 -0.2 -0.234
C -2.0497 -2.2972 -1.6215 -0.5 -0.3 0.1 -0.333
C -3.1518 -3.1322 -1.8537 0.4 -0.1 -0.1 -0.056
C -1.2350 -3.2221 1.9898 0.5 -0.1 0.7 -0.142
C 0.2953 -3.1221 2.1599 -0.2 0.9 0.8 -0.289
N 1.0979 -4.0510 1.4625 0.5 -1.3 -0.1 -0.288
Sn 0.2993 -0.9044 0.0103 -0.1 0.1 1.0 1.179
C -1.5889 -1.3881 -2.7380 0.2 0.4 -0.6 -0.316
P 0.2246 -1.1056 -2.6484 -0.8 -0.2 0.6 0.757
H -3.2844 -4.6860 1.1869 0.1 0.2 -0.5 0.115
H -3.6682 -3.0697 -2.8146 0.1 -0.2 0.2 0.108
H -4.3692 -4.7312 -1.0645 0.0 0.2 0.0 0.101
H -2.0643 -0.3938 -2.6612 0.1 -0.3 -0.2 0.104
H -1.7815 -1.8158 -3.7337 -0.4 0.1 0.2 0.092
H -1.6228 -2.3753 2.5782 0.0 -0.3 -0.1 0.111
H -1.5316 -4.1573 2.4915 -0.1 0.3 -0.2 0.119
H 0.6589 -2.0694 1.9950 -0.4 -0.7 0.3 0.002
C 0.6858 0.1250 -3.8806 0.1 0.0 -0.5 -0.257
C 0.9126 -2.7193 -3.1581 0.3 0.1 -0.2 -0.239
H 0.5030 -3.2870 3.2387 -0.3 0.2 -0.2 0.127
C 0.7189 -4.7968 0.3017 0.0 -0.1 -0.1 -0.079
C 2.4691 -4.1836 1.8851 -0.3 0.3 -0.1 -0.088
H 2.8264 -0.0989 -0.3784 0.8 -0.3 0.5 -0.055
H 1.3592 -5.6903 0.2624 -0.2 0.1 -0.1 0.085
H -0.3266 -5.1299 0.3402 0.3 0.1 -0.1 0.088
H 0.8768 -4.2302 -0.6336 -0.1 -0.2 0.0 0.058
H 2.8081 -5.2115 1.7179 0.1 0.1 0.0 0.078
H 3.1371 -3.4983 1.3347 0.1 -0.1 0.2 0.080
H 2.5355 -3.9586 2.9593 0.1 0.0 -0.2 0.085
H 0.7413 -2.8519 -4.2359 0.1 -0.1 0.2 0.053
H 1.9918 -2.7239 -2.9442 -0.3 -0.1 -0.2 0.052
H 0.4446 -3.5529 -2.6160 0.0 0.4 -0.1 0.037
H 0.3838 -0.2093 -4.8838 0.1 0.2 0.2 0.052
H 0.2173 1.0893 -3.6428 0.1 -0.3 0.0 0.042
H 1.7755 0.2664 -3.8419 -0.3 0.0 -0.1 0.050
H 3.2933 -0.4500 0.1096 0.0 0.4 -0.5 0.024
C -0.9656 4.7023 -2.5974 0.0 0.1 -0.2 -0.059
C 0.2191 4.0432 -1.9363 0.1 0.1 0.3 -0.245
C 1.3364 3.7448 -2.7058 0.4 -0.1 -0.5 -0.095
C 2.4610 3.1206 -2.1600 -0.4 0.1 0.0 -0.104
C 2.4502 2.7736 -0.8194 -0.1 0.0 0.0 -0.060
C 1.3316 3.0746 -0.0214 -0.3 0.0 -0.2 -0.204
N 1.3613 2.5971 1.2784 1.0 -0.2 0.3 0.077
C 0.6270 2.9754 2.4244 -0.7 0.0 0.7 -0.225
C 1.0076 4.0853 3.1932 -0.3 -0.4 -0.2 -0.019
C 0.2781 4.4221 4.3357 0.0 -0.2 -0.1 -0.080
C -0.8210 3.6460 4.7214 0.0 0.0 0.1 -0.075
C -1.1659 2.5003 3.9987 0.2 0.2 -0.1 -0.013
C -0.4435 2.1605 2.8572 0.4 0.3 -0.1 -0.087
C -0.7107 0.8610 2.1396 0.0 -1.0 -0.7 -0.585
O -0.8088 -0.1851 2.8013 0.0 1.0 -0.6 0.014
O -0.7322 0.9013 0.8241 -0.3 -0.3 0.8 -0.243
C 0.2106 3.7511 -0.5675 0.7 -0.5 0.0 -0.155
C -0.9623 4.0730 0.2920 -0.7 0.2 0.2 -0.023
H -1.8834 4.1102 -2.4888 0.2 0.1 0.0 0.084
H -1.1625 5.7013 -2.1870 0.0 -0.2 -0.1 0.086
H -0.7648 4.8188 -3.6676 -0.1 0.0 0.2 0.071
H 1.3234 4.0255 -3.7596 0.1 -0.1 0.2 0.101
H 3.3325 2.9080 -2.7763 -0.2 0.0 0.1 0.101
H 3.2999 2.2669 -0.3521 -0.2 0.2 -0.2 0.095
H 2.0911 1.9200 1.4735 -0.2 0.3 -0.2 0.139
H 1.8807 4.6568 2.8707 -0.3 -0.1 0.1 0.120
H 0.5944 5.2773 4.9331 -0.2 -0.2 -0.1 0.102
H -1.3959 3.9157 5.6143 0.3 -0.1 -0.4 0.104
H -1.9879 1.8528 4.3005 0.2 0.2 0.0 0.121
H -1.4561 3.1519 0.6350 0.1 0.3 -0.1 0.083
H -0.6722 4.6409 1.1836 -0.1 -0.1 -0.2 0.086
H -1.6954 4.6690 -0.2580 0.1 -0.1 0.1 0.070

77
Properties=species:S:1:pos:R:3:forces:R:3:lowdin_charge:R:1 method="wB97M-V/def2-TZVPD" lumo_ev=0.09 homo_energy_ev=-8.1 gap_ev=8.154 smiles="CCN(CC[C@](O)(CCCSC(=S)N1CCOCC1)OC=O)C(C)=O.Fc1ccccc1.Fc1ccccc1"
C 3.5473 -1.5642 0.0765 0.5 0.8 0.3 -0.063
C 3.6385 -0.0373 -0.1455 -0.8 -0.9 -0.4 -0.223
N 2.3233 0.6527 0.0150 1.3 0.2 0.7 -0.046
C 2.5997 2.1176 0.1078 0.2 -0.6 -0.4 -0.158
C 1.7677 2.9590 -0.8424 -0.6 0.4 1.3 -0.068
C 0.2251 2.8916 -0.6236 0.9 0.4 -2.0 -0.486
O -0.2778 1.9747 -1.5719 -0.4 -0.5 0.4 0.016
C -0.4027 4.2679 -0.9501 -0.6 0.0 0.0 -0.104
C -1.8810 4.2229 -1.3950 0.4 0.2 0.7 -0.238
C -2.8286 3.5516 -0.3791 -0.7 0.4 -0.5 -0.450
S -3.6740 2.1648 -1.1988 0.7 -0.8 -0.2 0.936
C -3.5719 0.7996 -0.0808 0.3 1.1 0.6 -1.095
S -3.7205 1.0584 1.5286 0.0 -0.2 0.1 0.711
N -3.3728 -0.4183 -0.7150 -0.7 -0.8 0.3 -0.198
C -1.9485 -0.8380 -0.7301 0.5 1.1 -0.2 -0.124
C -1.5730 -1.7786 0.3964 -0.1 -0.3 -0.6 -0.203
O -2.4482 -2.9022 0.3899 0.0 0.2 0.5 -0.122
C -3.7157 -2.4129 0.8055 0.0 -0.5 -0.8 -0.200
C -4.2953 -1.4801 -0.2483 -0.3 0.6 0.5 -0.155
O -0.1649 2.3263 0.6209 -0.5 0.2 -0.2 0.035
C -0.0395 3.0980 1.6994 -1.0 -1.0 0.8 -0.355
O 0.7270 3.9803 1.8518 1.4 1.6 -0.2 0.115
C 1.7618 0.1415 1.2472 1.1 0.7 0.1 -0.501
C 2.4812 0.2598 2.5851 0.4 1.0 -0.6 0.018
O 0.7120 -0.3847 1.2237 -2.1 -1.1 0.0 0.130
H 3.8051 -1.7587 1.1184 -0.4 -0.3 -0.2 0.046
H 2.5773 -1.9847 -0.1684 0.0 0.0 -0.2 0.082
H 4.3398 -2.0121 -0.5161 -0.1 -0.3 -0.1 0.077
H 4.3764 0.3423 0.5681 0.2 0.3 -0.2 0.102
H 3.9562 0.1268 -1.1729 0.1 0.4 0.0 0.117
H 3.6408 2.2615 -0.1826 0.1 0.1 0.0 0.117
H 2.5394 2.4417 1.1473 -0.2 0.3 -0.1 0.111
H 1.9666 2.6912 -1.8765 0.0 -0.1 -0.1 0.128
H 2.0482 4.0032 -0.7005 0.3 0.0 0.0 0.121
H -0.2612 2.3847 -2.4440 0.0 0.0 0.2 0.112
H -0.3007 5.0115 -0.1626 0.2 -0.2 0.2 0.122
H 0.1617 4.6586 -1.7987 0.2 0.0 0.0 0.125
H -1.9519 3.7654 -2.3776 -0.2 -0.1 0.0 0.081
H -2.2004 5.2579 -1.5087 0.0 0.1 -0.2 0.109
H -3.6084 4.2594 -0.1116 -0.1 0.1 0.1 0.071
H -2.3567 3.2607 0.5508 0.0 -0.4 -0.1 0.031
H -1.3456 0.0622 -0.6023 0.0 0.0 -0.1 0.094
H -1.6981 -1.2149 -1.7215 -0.1 -0.4 0.1 0.127
H -1.5782 -1.2664 1.3607 -0.2 0.0 0.1 0.105
H -0.5530 -2.1171 0.2486 0.0 -0.2 -0.1 0.113
H -3.6073 -1.9066 1.7661 -0.1 0.0 0.1 0.099
H -4.3842 -3.2684 0.8895 0.0 -0.1 0.2 0.125
H -4.7160 -2.0011 -1.1064 0.4 -0.3 -0.1 0.099
H -5.1417 -0.9738 0.2154 -0.1 0.0 0.0 0.107
H -0.7318 2.8371 2.5108 -0.2 -0.6 -0.3 0.158
H 1.8764 0.9202 3.2047 -0.1 -0.1 0.2 0.089
H 2.5792 -0.6983 3.0799 0.0 -0.2 -0.1 0.089
H 3.4471 0.7537 2.4657 0.1 -0.2 0.2 0.071
F 5.4451 -2.6425 2.1379 0.2 -0.1 0.1 0.044
C 5.5808 -2.4834 3.4701 0.1 0.0 0.3 -0.287
C 5.4204 -3.5759 4.2984 -0.1 -0.2 -0.1 -0.014
C 5.5633 -3.4076 5.6679 0.0 0.2 0.0 -0.080
C 5.8539 -2.1537 6.1894 0.0 0.0 0.1 -0.095
C 6.0073 -1.0663 5.3404 0.0 -0.1 0.0 -0.081
C 5.8751 -1.2302 3.9690 0.0 0.2 -0.2 -0.025
H 5.1864 -4.5429 3.8725 0.0 0.0 0.0 0.119
H 5.4472 -4.2560 6.3290 0.0 0.0 0.0 0.106
H 5.9610 -2.0251 7.2585 0.0 0.0 0.0 0.102
H 6.2302 -0.0883 5.7460 0.0 0.0 0.0 0.105
H 5.9991 -0.3966 3.2894 0.0 0.0 0.0 0.114
F -5.6927 -3.0988 -7.5478 0.0 0.0 0.0 0.054
C -5.2341 -2.4912 -6.4359 0.1 0.1 0.2 -0.291
C -5.3186 -3.1501 -5.2258 -0.1 -0.2 0.0 -0.017
C -4.8414 -2.5236 -4.0831 0.0 0.2 -0.1 -0.078
C -4.2966 -1.2480 -4.1620 0.1 0.0 0.2 -0.086
C -4.2250 -0.6009 -5.3882 0.0 -0.1 0.1 -0.080
C -4.6915 -1.2258 -6.5361 0.0 0.1 -0.2 -0.021
H -5.7529 -4.1405 -5.1834 0.0 0.0 0.0 0.117
H -4.8950 -3.0328 -3.1301 0.0 0.0 0.0 0.093
H -3.9287 -0.7604 -3.2663 0.0 0.0 0.0 0.081
H -3.8047 0.3944 -5.4511 0.0 0.0 0.0 0.104
H -4.6367 -0.7402 -7.5018 0.0 0.0 0.0 0.116

76
Properties=species:S:1:pos:R:3:forces:R:3:lowdin_charge:R:1 method="wB97M-V/def2-TZVPD" lumo_ev=0.51 homo_energy_ev=-7.8 gap_ev=8.344 de_lowest_kj_mol=52.5 smiles="CCN1CCN(c2ccc(S(=O)(=O)N3CCCCC3)cc2NC(=O)/C=C/c2cccc(OC)c2OC)CC1"
C -7.8221 -2.4476 -0.8188 0.1 0.2 0.2 -0.084
H -7.2171 -3.3412 -0.6924 0.0 -0.1 0.0 0.061
H -8.7661 -2.5985 -0.3016 -0.1 -0.1 0.1 0.070
H -8.0168 -2.3104 -1.8786 0.0 0.0 -0.1 0.076
C -7.1165 -1.2147 -0.2609 -0.1 -0.2 -0.1 -0.261
N -5.9409 -0.8924 -1.0525 -0.1 0.1 -0.2 -0.184
C -4.7747 -1.7071 -0.7741 0.2 0.0 0.2 -0.152
C -4.0395 -1.3089 0.5202 -0.2 -0.4 -0.4 -0.133
N -3.6671 0.0980 0.4895 -0.1 0.1 0.3 -0.095
C -2.4138 0.4647 0.0260 0.4 0.0 -0.1 -0.155
C -2.2242 1.4189 -0.9808 0.0 -0.1 0.1 0.001
C -0.9607 1.7858 -1.4053 0.1 0.1 -0.1 -0.056
C 0.1453 1.2083 -0.8152 0.6 0.1 -0.2 -0.264
C -0.0003 0.3078 0.2205 -0.1 0.0 0.0 -0.003
C -1.2614 -0.0808 0.6484 0.2 0.3 -0.4 -0.159
N -1.4066 -0.9396 1.7414 -0.3 0.1 0.2 0.115
C -0.5454 -1.9279 2.1645 -0.2 0.0 0.2 -0.470
O -0.6488 -2.3850 3.2840 0.1 -0.1 0.1 0.079
C 0.4109 -2.3815 1.1405 0.4 -0.4 0.0 -0.024
C 1.6901 -2.6527 1.4048 -0.5 0.2 0.2 0.004
C 2.6540 -2.9919 0.3656 0.4 0.0 -0.3 -0.142
C 2.3089 -3.8416 -0.6823 0.1 0.0 0.0 -0.041
C 3.2098 -4.0994 -1.6904 -0.1 0.0 0.0 -0.079
C 4.4649 -3.5139 -1.6656 0.1 0.1 0.0 -0.018
C 4.8417 -2.6721 -0.6278 0.1 0.0 0.1 -0.186
C 3.9226 -2.3945 0.4023 -0.2 -0.1 -0.2 -0.154
O 4.1725 -1.5801 1.4669 -0.1 -0.5 -0.1 -0.066
C 4.9330 -0.4032 1.2662 0.3 0.4 0.0 -0.065
H 4.5878 0.1282 0.3756 0.1 0.0 0.1 0.078
H 5.9996 -0.6181 1.1809 -0.2 0.1 0.1 0.087
H 4.7552 0.2054 2.1538 0.0 0.0 -0.1 0.093
O 6.0853 -2.1087 -0.5333 -0.4 -0.1 0.3 -0.102
C 6.9664 -2.2341 -1.6215 0.2 0.0 -0.2 -0.079
H 7.8404 -1.6395 -1.3585 0.0 -0.1 -0.1 0.095
H 6.5256 -1.8412 -2.5428 0.0 0.0 0.0 0.101
H 7.2742 -3.2739 -1.7753 0.0 0.1 0.0 0.095
H 5.1562 -3.7312 -2.4638 0.1 0.0 0.0 0.102
H 2.9474 -4.7582 -2.5042 0.0 -0.1 -0.1 0.103
H 1.3339 -4.3039 -0.6841 -0.1 -0.1 0.0 0.112
H 2.0703 -2.5272 2.4089 -0.1 0.0 0.1 0.134
H 0.0344 -2.4244 0.1272 0.1 0.1 -0.1 0.125
H -2.1550 -0.7121 2.3857 0.1 -0.1 0.0 0.158
H 0.8853 -0.0842 0.6910 0.0 0.0 0.1 0.112
S 1.7956 1.7151 -1.2677 0.1 0.2 -0.1 0.674
O 2.7183 0.6620 -0.9523 -0.3 0.0 0.3 -0.280
O 1.7822 2.2377 -2.6027 -0.3 0.1 0.1 -0.279
N 2.1433 2.9859 -0.2477 0.0 -0.7 -0.7 -0.231
C 1.4116 4.2049 -0.4960 -0.2 0.6 -0.4 -0.213
C 2.1288 5.3711 0.1799 -0.2 -0.2 0.1 -0.173
C 2.2712 5.0952 1.6749 0.3 0.0 -0.1 -0.203
C 2.9937 3.7663 1.8832 -0.3 0.0 0.0 -0.172
C 2.2460 2.6531 1.1533 0.3 -0.3 0.6 -0.210
H 2.7844 1.7079 1.2176 0.0 0.0 0.2 0.101
H 1.2446 2.5257 1.5986 0.1 0.0 0.0 0.131
H 3.0576 3.5258 2.9453 0.0 0.0 0.0 0.114
H 4.0047 3.8342 1.4799 0.1 0.0 0.0 0.119
H 2.8244 5.9038 2.1553 -0.1 0.0 0.1 0.109
H 1.2798 5.0457 2.1323 0.0 0.0 0.1 0.113
H 3.1181 5.4798 -0.2655 0.0 0.1 -0.1 0.119
H 1.5678 6.2912 0.0103 0.0 0.0 -0.1 0.113
H 1.3756 4.3359 -1.5778 -0.1 0.2 0.1 0.116
H 0.3811 4.1272 -0.1092 0.0 0.0 0.0 0.129
H -0.8226 2.4932 -2.2068 -0.1 0.1 -0.1 0.116
H -3.0784 1.8667 -1.4621 -0.1 0.0 0.0 0.102
C -4.8251 0.9288 0.2190 -0.2 0.1 -0.2 -0.141
H -4.5224 1.9749 0.1730 0.0 0.0 0.1 0.120
C -5.5607 0.5055 -1.0650 0.1 0.2 0.2 -0.169
H -6.4514 1.1209 -1.2047 0.0 0.0 0.0 0.120
H -4.9046 0.6496 -1.9294 0.0 0.1 0.0 0.114
H -5.5066 0.8105 1.0702 0.0 0.1 0.0 0.125
H -3.1566 -1.9348 0.6297 -0.1 0.0 0.1 0.116
H -4.6922 -1.4702 1.3853 0.1 -0.1 0.0 0.122
H -5.0730 -2.7537 -0.7154 0.1 -0.1 0.0 0.114
H -4.0851 -1.5924 -1.6175 0.0 -0.1 0.0 0.129
H -7.8005 -0.3651 -0.3258 0.0 0.0 0.1 0.115
H -6.8882 -1.3781 0.8039 -0.1 0.1 0.0 0.109